A cluster of 10 separate species, C14H48O10 in total, computed with ωB97M-V/def2-TZVPD.

Structure (ORCA input):
```
! RIJCOSX wB97M-V def2-TZVPD def2/J DEFGRID3
* xyz 0 1
C -0.83 -18.78 -20.71
C 0.10 -19.97 -20.91
C 0.88 -20.31 -19.63
O -0.73 -21.07 -21.27
H -1.72 -19.09 -20.16
H -1.17 -18.32 -21.63
H -0.29 -18.03 -20.13
H 0.78 -19.76 -21.74
H 1.69 -20.99 -19.87
H 0.22 -20.74 -18.88
H 1.25 -19.38 -19.20
H -0.24 -21.81 -21.65
C 5.62 -19.96 -19.51
C 5.39 -18.56 -20.03
C 4.05 -18.37 -20.72
O 5.42 -17.61 -18.96
H 4.71 -20.24 -18.96
H 6.47 -20.03 -18.85
H 5.71 -20.69 -20.32
H 6.17 -18.23 -20.72
H 3.95 -19.03 -21.58
H 3.90 -17.32 -20.97
H 3.23 -18.64 -20.06
H 6.32 -17.49 -18.60
C -0.12 -15.01 -17.64
O 0.01 -15.74 -16.43
H -0.25 -13.94 -17.49
H 0.79 -15.14 -18.23
H -0.98 -15.37 -18.21
H -0.68 -15.49 -15.81
C 2.74 -19.90 -13.45
O 1.51 -20.56 -13.17
H 3.52 -20.65 -13.66
H 2.66 -19.30 -14.37
H 2.97 -19.22 -12.64
H 0.98 -20.58 -14.00
C 1.39 -16.39 -12.78
O 2.03 -17.03 -11.67
H 0.80 -17.08 -13.40
H 0.71 -15.61 -12.41
H 2.19 -16.06 -13.44
H 1.39 -17.69 -11.36
C 3.14 -17.09 -17.07
O 2.70 -16.37 -15.95
H 2.82 -16.65 -18.02
H 4.23 -17.16 -17.04
H 2.81 -18.14 -17.11
H 1.77 -16.10 -16.11
C 7.86 -18.54 -16.70
O 7.97 -17.56 -17.72
H 8.23 -19.53 -16.99
H 8.40 -18.24 -15.80
H 6.80 -18.66 -16.46
H 8.89 -17.38 -17.90
C 5.79 -14.44 -17.83
O 4.55 -14.07 -17.24
H 6.46 -14.95 -17.14
H 5.66 -14.93 -18.79
H 6.34 -13.51 -18.02
H 4.15 -14.87 -16.88
C 5.56 -16.04 -14.06
O 6.74 -16.79 -13.80
H 5.65 -15.03 -13.66
H 5.35 -15.90 -15.13
H 4.71 -16.52 -13.60
H 7.50 -16.22 -13.92
C -0.05 -19.00 -16.02
O 0.01 -20.33 -15.52
H 0.29 -18.94 -17.05
H -1.01 -18.54 -15.79
H 0.65 -18.42 -15.41
H -0.66 -20.88 -15.94
*
```

As for the highest occupied orbital energy: -9.466 eV. The calculation puts the total energy at -35767.880 eV. The LUMO energy comes out at 0.36 eV. For the HOMO-LUMO gap, the calculation gives 9.83 eV.

Atom charges from the Löwdin analysis, given in e for atoms 1 to 4: -0.051 -0.482 -0.060 -0.057

A cluster of 10 separate species, C14H48O15 in total, computed with ωB97M-V/def2-TZVPD.

Structure (ORCA input):
```
! RIJCOSX wB97M-V def2-TZVPD def2/J DEFGRID3
* xyz 0 1
O -2.19 2.51 -5.52
C -1.50 1.23 -5.59
C -1.07 0.76 -4.21
O 0.02 1.37 -3.52
H -1.63 3.14 -5.07
H -2.03 0.45 -6.12
H -0.63 1.37 -6.23
H -0.86 -0.31 -4.30
H -1.95 0.94 -3.60
H -0.35 2.19 -3.17
O 2.05 2.60 2.11
C 1.51 3.65 1.27
C 0.16 4.02 1.88
O -0.90 3.37 1.30
H 1.49 1.84 1.90
H 2.15 4.53 1.24
H 1.46 3.25 0.26
H -0.03 5.09 1.85
H 0.09 3.81 2.95
H -0.84 2.48 1.65
O 4.65 -0.42 -3.00
C 3.75 0.52 -2.58
C 2.47 -0.14 -2.02
O 1.68 -0.77 -3.06
H 4.68 -1.14 -2.36
H 4.17 1.17 -1.81
H 3.53 1.22 -3.39
H 1.85 0.64 -1.57
H 2.76 -0.82 -1.22
H 1.24 -0.14 -3.64
O 4.78 -1.31 3.53
C 4.84 -0.41 2.44
C 3.60 -0.44 1.51
O 3.56 -1.75 0.92
H 5.12 -0.83 4.29
H 4.87 0.63 2.77
H 5.79 -0.67 1.98
H 3.50 0.40 0.82
H 2.72 -0.27 2.14
H 3.33 -2.37 1.62
O -1.47 -1.82 0.33
C -0.73 -0.88 -0.43
C -0.86 0.53 0.11
O 0.08 0.63 1.21
H -1.16 -1.71 1.23
H 0.31 -1.21 -0.46
H -0.99 -1.01 -1.48
H -1.82 0.87 0.48
H -0.53 1.13 -0.74
H -0.12 -0.03 1.88
C 0.03 -1.47 4.07
O -0.04 -1.72 2.72
H 0.20 -2.35 4.70
H 0.87 -0.80 4.25
H -0.94 -1.04 4.32
H 0.56 -2.43 2.50
C -4.53 -2.32 0.11
O -5.75 -2.57 0.85
H -4.73 -1.89 -0.88
H -4.01 -1.62 0.76
H -3.93 -3.19 -0.14
H -6.37 -3.15 0.41
C -0.75 -4.45 -1.70
O -1.75 -4.45 -0.73
H -0.96 -5.26 -2.40
H -0.94 -3.50 -2.19
H 0.25 -4.39 -1.27
H -1.65 -3.68 -0.17
C -3.51 0.02 3.08
O -2.50 0.94 3.44
H -4.00 -0.23 4.02
H -4.08 0.36 2.22
H -2.99 -0.84 2.66
H -2.93 1.78 3.62
O -1.91 3.33 -1.26
H -1.45 3.31 -0.42
H -2.76 3.70 -1.07
*
```

As for the highest occupied orbital energy: -9.537 eV. The calculation puts the total energy at -46003.663 eV. The LUMO energy comes out at 0.17 eV. For the HOMO-LUMO gap, the calculation gives 9.71 eV.

Atom charges from the Löwdin analysis, given in e for atoms 1 to 4: -0.070 -0.214 -0.239 -0.077

The lowest highest occupied orbital energy belongs to which entry? C14H48O15